{
  "formula": "C31H46LaN2O6P2",
  "method": "ωB97M-V with the def2-TZVPD basis set",
  "charge": 1,
  "molar_mass_g_mol": 743.571,
  "homo_lumo_gap_ev": 7.4,
  "e_homo_ev": -10.827,
  "lumo_energy_ha": -0.127,
  "e_above_lowest_ev": 0.000,
  "elements": ["La", "C", "C", "C", "C", "C", "C", "H", "H", "H", "C", "H", "H", "H", "C", "H", "H", "H", "C", "H", "H", "H", "C", "H", "H", "H", "C", "C", "C", "C", "C", "C", "C", "C", "H", "H", "H", "H", "H", "H", "H", "H", "H", "H", "H", "H", "P", "P", "C", "C", "H", "H", "H", "H", "C", "H", "H", "H", "C", "H", "H", "H", "C", "H", "H", "H", "C", "H", "H", "H", "O", "C", "O", "C", "C", "C", "C", "C", "C", "N", "O", "O", "N", "O", "O", "H", "H", "H"],
  "coordinates": [[-0.99405, 1.04756, -0.38330], [0.68766, 1.32116, 1.94011], [1.42697, 1.61409, 0.76333], [-0.19050, 3.24633, 1.03689], [-0.30837, 2.31687, 2.09062], [0.90497, 2.83310, 0.22469], [1.11001, 0.33204, 2.96352], [2.14386, 0.51023, 3.33164], [1.07358, -0.70362, 2.56148], [0.42699, 0.38722, 3.83044], [-1.19190, 2.48925, 3.26861], [-0.79310, 2.01241, 4.17052], [-2.16429, 2.03305, 3.06169], [-1.35807, 3.54802, 3.49998], [-0.90018, 4.55326, 0.97634], [-1.01891, 4.97509, 1.98402], [-1.90032, 4.46281, 0.52592], [-0.33731, 5.28538, 0.38985], [1.44374, 3.74230, -0.80945], [1.66043, 4.76346, -0.45108], [0.67309, 3.88546, -1.58122], [2.32877, 3.31618, -1.28582], [2.74867, 0.97646, 0.48375], [3.55533, 1.43151, 1.08373], [3.00205, 1.04318, -0.57701], [2.69294, -0.08033, 0.77225], [0.87589, -3.61865, 0.15406], [2.04668, -3.89223, 0.74243], [3.37935, -3.48886, 0.16547], [3.60238, -4.02275, -1.26349], [3.59811, -2.98331, -2.33745], [2.74265, -1.94911, -2.37753], [1.63289, -1.72731, -1.38656], [0.74405, -2.96800, -1.19703], [4.20013, -3.81778, 0.82398], [2.81683, -4.74758, -1.50507], [3.46662, -2.39396, 0.16657], [0.95749, -3.67560, -2.00944], [-0.07763, -3.80982, 0.65220], [2.06779, -4.46857, 1.67288], [-0.30537, -2.67281, -1.33810], [1.97327, -1.40747, -0.39926], [2.77925, -1.20355, -3.17879], [1.00575, -0.88749, -1.74351], [4.54900, -4.57567, -1.29452], [4.29562, -3.13516, -3.14890], [-0.90665, -0.58135, -3.48662], [-0.96166, 2.40714, -2.86464], [-1.20276, 0.57191, -4.95495], [-1.77641, 1.89328, -4.46109], [-1.88766, 0.05788, -5.64281], [-0.25111, 0.70200, -5.48809], [-1.62308, 2.72250, -5.16288], [-2.84804, 1.81633, -4.25276], [-1.43857, 4.17552, -2.80237], [-0.98275, 4.69382, -1.94784], [-2.52032, 4.27531, -2.66546], [-1.15790, 4.68863, -3.73417], [0.76101, 2.39748, -3.59292], [0.71868, 2.43589, -4.69284], [1.28795, 1.47432, -3.30132], [1.36279, 3.24035, -3.23316], [-2.57737, -1.32161, -3.62408], [-2.89860, -1.64313, -2.63174], [-2.55083, -2.17699, -4.30835], [-3.27027, -0.57258, -4.01397], [-0.05421, -1.92376, -4.47245], [-0.65395, -2.16820, -5.36471], [0.04498, -2.84316, -3.87654], [0.95741, -1.64867, -4.80927], [-1.99510, -1.78505, 0.70792], [-2.21707, -0.93006, 1.58400], [-2.39316, 0.35875, 1.26112], [-2.21015, -1.21061, 3.06600], [-2.81620, -0.28711, 3.91200], [-2.71521, -0.40587, 5.30068], [-2.03975, -1.49361, 5.88610], [-1.39330, -2.39786, 5.02961], [-1.41961, -2.23532, 3.62663], [-0.66894, -3.46426, 5.66717], [-0.69486, -3.49544, 6.91994], [-0.04832, -4.29456, 4.97091], [-3.15480, 0.70591, 6.10902], [-3.50620, 1.74435, 5.49608], [-3.15533, 0.59890, 7.35205], [-3.35378, 0.55339, 3.46839], [-1.99935, -1.60239, 6.95987], [-0.86241, -2.92893, 2.99808]]
}